The following is a quantum chemistry calculation of the molecule C4H6N2O at a distorted geometry, from the OMol25 dataset.

Bonds (Å) are listed after each position.
Atoms and positions in Å:
1 C 1.637 0.190 -1.488  C2 1.512, H8 1.094, H9 1.092, H10 1.094
2 C 0.845 0.131 -0.201  C1 1.512, O3 1.444, H11 1.098, H12 1.095
3 O -0.184 -0.848 -0.460  C2 1.444, C4 1.301
4 C -1.252 -1.075 0.249  O3 1.301, N5 1.392
5 N -1.332 -0.327 1.419  C4 1.392, C6 1.355, H13 1.022
6 C -2.636 -0.059 1.676  N5 1.355, N7 1.158
7 N -3.761 0.201 1.746  C6 1.158
8 H 1.021 0.608 -2.290  C1 1.094
9 H 2.536 0.800 -1.374  C1 1.092
10 H 1.925 -0.826 -1.773  C1 1.094
11 H 0.401 1.104 0.048  C2 1.098
12 H 1.444 -0.222 0.644  C2 1.095
13 H -0.645 0.324 1.803  N5 1.022

Results
- lowest unoccupied orbital energy (eV) = 0.406
- total charge = 0
- highest occupied orbital energy (eV) = -9.47